C16H4Cl2F5NOS3SeTl as an isolated structure. Source: the OMol25 dataset; level of theory: the ωB97M-V functional and the def2-TZVPD basis.

Results
gap between HOMO and LUMO	5.837	eV
charge	-1
maximum force	0.48	eV Å⁻¹
HOMO energy	-0.17600	Eh
relative energy (zero: lowest compared OMol25 entry of this formula, charge and spin)	0.000	eV
spin multiplicity	1

Each line ends with the natural charge from an NBO analysis.
Element x y z (Å)
Tl1 2.16628 1.14119 0.70111  0.6574
Cl1 -1.97461 4.21362 1.86972  -0.0196
C1 -2.03059 2.48509 1.67106  -0.1694
C2 -3.27684 1.85391 1.73215  -0.2012
C3 -3.39040 0.50313 1.58850  -0.0825
Cl2 -4.96728 -0.24977 1.68227  -0.0420
C4 -2.23926 -0.28978 1.37319  -0.1016
C5 -2.25388 -1.69449 1.22340  -0.1252
C6 -1.08766 -2.37444 1.03149  -0.2638
C7 0.11420 -1.64733 0.97370  0.0636
N1 0.15516 -0.34727 1.10500  -0.4634
C8 -0.98585 0.35767 1.30867  0.0923
C9 -0.83306 1.79922 1.46083  0.4354
O1 0.31162 2.36350 1.41523  -0.7983
H1 -4.15987 2.45637 1.89666  0.2305
H2 -3.20132 -2.21483 1.26175  0.2234
H3 -1.07598 -3.44854 0.91042  0.2156
H4 1.05838 -2.15216 0.80254  0.1960
S1 5.17790 0.97921 4.64877  0.0917
C10 3.62244 0.93515 3.87588  -0.5439
S2 2.06003 0.86188 4.15601  0.1409
S3 4.71284 1.02792 2.53316  0.2084
F1 0.98275 -2.75773 -4.25926  -0.3245
C11 0.77812 -1.62124 -3.53733  0.1761
C12 1.83136 -1.07803 -2.65646  0.3344
F2 1.97651 -1.46422 -1.38874  -0.2932
C13 2.58810 -0.05586 -3.30582  0.2261
F3 2.96924 -0.29574 -4.59418  -0.3439
C14 1.30022 0.57109 -3.05361  -0.2445
Se1 0.78064 1.85416 -1.80320  -0.1502
C15 0.34105 -0.14180 -4.00507  0.2567
F4 0.14928 0.29722 -5.26227  -0.3082
C16 -0.49863 -1.02860 -3.27108  0.2357
F5 -1.10087 -0.83852 -2.08448  -0.3088